Entry 1:
{"formula": "C26H30N8O9P2S3Zr", "method": "the ωB97M-V functional and the def2-TZVPD basis", "mol_weight_g_mol": 847.95, "energy_ha": -4048.2785, "total_charge": 2, "homo_energy_ev": -13.12, "species": ["Zr", "S", "C", "N", "C", "C", "C", "C", "C", "C", "S", "H", "H", "H", "H", "O", "N", "O", "C", "C", "C", "C", "C", "C", "N", "C", "C", "N", "C", "C", "C", "C", "H", "H", "H", "H", "H", "H", "H", "O", "P", "O", "O", "O", "P", "O", "O", "O", "H", "H", "C", "C", "N", "C", "C", "N", "C", "C", "H", "H", "H", "H", "H", "H", "H", "H", "H", "H", "H", "H", "H", "N", "C", "N", "S", "H", "H", "H", "H"], "positions_angstrom": [[-0.2134, -0.9390, -0.3781], [1.6329, 0.2208, -1.7232], [1.5159, 1.9571, -1.5150], [2.2880, 2.6336, -0.7310], [2.1087, 3.9958, -0.9253], [2.8160, 4.9943, -0.2493], [2.5305, 6.3178, -0.5293], [1.5478, 6.6590, -1.4692], [0.8455, 5.6826, -2.1522], [1.1398, 4.3474, -1.8788], [0.4727, 2.8981, -2.5614], [3.5953, 4.7133, 0.4488], [3.0917, 7.1052, -0.0422], [1.3559, 7.7022, -1.6844], [0.1070, 5.9511, -2.8968], [6.1733, -5.0340, 1.7623], [5.8130, -4.3661, 0.8214], [6.3490, -4.3160, -0.2671], [4.5327, -3.6352, 0.9725], [4.2603, -3.1567, 2.1975], [3.1057, -2.3445, 2.4054], [2.8293, -1.7475, 3.6467], [1.7448, -0.9200, 3.7667], [0.9434, -0.6880, 2.6486], [1.1768, -1.2551, 1.4693], [2.2439, -2.0851, 1.3365], [2.4767, -2.7121, 0.0649], [1.5376, -2.5369, -0.9008], [1.7619, -3.0555, -2.0987], [2.9007, -3.8027, -2.3964], [3.8440, -4.0106, -1.4293], [3.6521, -3.4477, -0.1491], [4.9362, -3.3605, 3.0169], [3.4806, -1.9455, 4.4892], [1.4962, -0.4472, 4.7062], [0.0933, -0.0234, 2.6958], [1.0159, -2.8623, -2.8551], [3.0210, -4.2088, -3.3904], [4.7310, -4.5856, -1.6406], [-3.3730, -2.6031, 1.6870], [-2.9756, -2.5023, 0.1708], [-3.7129, -3.3770, -0.7212], [-1.4136, -2.5648, 0.1112], [-3.3053, -0.9152, -0.2158], [-2.5219, 0.3187, 0.4026], [-3.5802, 1.4199, 0.7060], [-1.7135, -0.2000, 1.5607], [-1.4654, 0.7678, -0.6282], [-2.8425, -2.0198, 2.2524], [-4.4277, 1.3594, 0.2393], [1.3145, 4.6240, 3.2009], [1.2741, 3.1640, 2.6960], [-0.0916, 2.7844, 2.3360], [-0.5414, 3.5599, 1.1805], [-0.3454, 5.0711, 1.4339], [-0.0287, 5.2284, 2.8970], [-1.0902, 4.5649, 3.7295], [-0.9877, 3.0426, 3.4609], [2.0683, 5.2207, 2.6914], [1.4569, 4.7003, 4.2774], [1.6419, 2.4932, 3.4733], [1.9097, 3.0355, 1.8213], [-1.5929, 3.3352, 1.0023], [0.0072, 3.2589, 0.2972], [-1.2396, 5.6569, 1.2290], [0.4918, 5.4901, 0.8788], [-0.0005, 6.2211, 3.1195], [-2.0463, 4.9842, 3.4226], [-0.9083, 4.8273, 4.7696], [-1.9734, 2.6365, 3.2374], [-0.6076, 2.5247, 4.3418], [-2.6920, -3.1992, -4.0575], [-1.8311, -3.0369, -3.0651], [-1.4640, -4.1035, -2.3584], [-1.1533, -1.4601, -2.8612], [-3.1392, -4.0841, -4.2365], [-2.9764, -2.4040, -4.6037], [-2.0475, -4.9271, -2.3992], [-1.0490, -3.9299, -1.4567]], "atomic_forces_ev_per_a": [[0.474, 0.109, -0.368], [-0.220, -0.137, 0.404], [0.016, 0.219, -0.142], [-0.023, 0.005, 0.041], [-0.017, -0.011, 0.029], [-0.031, 0.030, -0.026], [0.055, -0.017, -0.008], [-0.007, -0.019, -0.015], [-0.005, 0.027, 0.001], [0.021, -0.092, 0.066], [0.041, 0.011, 0.069], [0.015, 0.014, -0.015], [-0.003, -0.011, 0.003], [-0.004, -0.021, 0.003], [0.014, -0.004, 0.023], [0.136, 0.346, 0.063], [-0.480, -0.834, -0.362], [0.193, 0.282, 0.235], [0.182, 0.218, 0.118], [0.051, -0.004, 0.022], [0.011, 0.113, -0.036], [0.015, -0.013, 0.024], [-0.008, 0.022, 0.016], [0.093, 0.017, -0.050], [-0.243, -0.074, -0.147], [-0.030, -0.076, 0.135], [0.128, -0.006, 0.014], [-0.207, 0.225, 0.010], [-0.020, -0.015, 0.045], [-0.003, -0.027, -0.024], [-0.002, 0.008, -0.024], [-0.082, -0.124, -0.063], [0.012, 0.002, 0.000], [-0.015, 0.002, -0.004], [0.009, -0.007, -0.009], [-0.035, 0.014, 0.015], [-0.035, 0.016, -0.017], [0.006, 0.000, 0.010], [-0.022, -0.006, -0.011], [-0.023, 0.006, 0.026], [-0.070, 0.013, 0.069], [-0.050, -0.002, 0.013], [0.198, 0.322, -0.159], [-0.330, 0.091, 0.081], [0.275, -0.173, -0.253], [-0.011, 0.102, 0.102], [0.090, 0.027, 0.016], [-0.155, -0.407, -0.035], [-0.007, -0.035, -0.024], [0.064, -0.038, 0.046], [-0.027, -0.017, -0.035], [-0.019, -0.043, -0.045], [-0.040, -0.047, 0.094], [-0.108, 0.040, 0.040], [-0.062, -0.032, -0.014], [-0.002, -0.012, 0.002], [0.026, -0.028, -0.003], [0.027, 0.021, -0.010], [-0.011, 0.030, 0.000], [0.028, 0.017, 0.007], [-0.023, 0.020, 0.010], [0.005, 0.012, -0.068], [-0.014, -0.004, 0.030], [0.078, -0.060, -0.062], [-0.004, 0.003, 0.004], [0.019, -0.014, -0.026], [-0.007, 0.011, 0.023], [-0.001, 0.015, -0.013], [-0.001, 0.008, 0.008], [0.002, 0.002, -0.007], [0.013, 0.014, -0.005], [-0.010, 0.038, -0.025], [-0.063, 0.004, -0.037], [0.055, 0.033, -0.066], [0.164, -0.108, 0.228], [-0.003, -0.008, -0.002], [-0.004, 0.007, -0.005], [-0.003, -0.002, 0.016], [0.023, 0.014, 0.054]]}


Entry 2:
{"formula": "C26H30N8O9P2S3Zr", "method": "the ωB97M-V functional and the def2-TZVPD basis", "mol_weight_g_mol": 847.95, "energy_ha": -4048.2456, "total_charge": 2, "homo_energy_ev": -12.60, "species": ["Zr", "S", "C", "N", "C", "C", "C", "C", "C", "C", "S", "H", "H", "H", "H", "O", "N", "O", "C", "C", "C", "C", "C", "C", "N", "C", "C", "N", "C", "C", "C", "C", "H", "H", "H", "H", "H", "H", "H", "O", "P", "O", "O", "O", "P", "O", "O", "O", "H", "H", "C", "C", "N", "C", "C", "N", "C", "C", "H", "H", "H", "H", "H", "H", "H", "H", "H", "H", "H", "H", "H", "N", "C", "N", "S", "H", "H", "H", "H"], "positions_angstrom": [[-0.7295, 1.1414, -1.4268], [0.1617, -1.2148, -1.9450], [1.5807, -1.8856, -1.2226], [1.7041, -2.2217, 0.0206], [2.8684, -2.9423, 0.2289], [3.2316, -3.5609, 1.4263], [4.4115, -4.2786, 1.4835], [5.2390, -4.3844, 0.3639], [4.8729, -3.8188, -0.8433], [3.6851, -3.0999, -0.9037], [2.9139, -2.3571, -2.2695], [2.5478, -3.5453, 2.2650], [4.6874, -4.7851, 2.3992], [6.1558, -4.9542, 0.4272], [5.4828, -3.9497, -1.7271], [-6.7606, -3.4005, 0.4411], [-5.8147, -3.4263, -0.3127], [-5.5752, -4.2870, -1.1346], [-4.8395, -2.3187, -0.1854], [-4.7349, -1.7554, 1.0347], [-3.7631, -0.7491, 1.2888], [-3.5883, -0.1702, 2.5559], [-2.5716, 0.7319, 2.7360], [-1.7190, 1.0225, 1.6714], [-1.8869, 0.5258, 0.4506], [-2.9282, -0.3227, 0.2438], [-3.1470, -0.8180, -1.0870], [-2.4190, -0.2526, -2.0852], [-2.5223, -0.7763, -3.3039], [-3.3690, -1.8388, -3.6010], [-4.1621, -2.3736, -2.6200], [-4.0611, -1.8680, -1.3073], [-5.3787, -2.0958, 1.8343], [-4.2508, -0.4395, 3.3686], [-2.4208, 1.2169, 3.6899], [-0.8738, 1.6776, 1.7995], [-1.8895, -0.3518, -4.0692], [-3.3987, -2.2305, -4.6072], [-4.8366, -3.1821, -2.8476], [-1.8948, 4.8795, -0.8922], [-1.5363, 3.9950, -2.1328], [-1.8882, 4.5321, -3.4323], [-2.0261, 2.5397, -1.8207], [0.1409, 3.8787, -2.0496], [0.8185, 3.1538, -0.7970], [2.0472, 4.0201, -0.3729], [-0.2382, 2.9907, 0.2512], [1.1976, 1.7414, -1.2610], [-1.5902, 4.4920, -0.0537], [2.4084, 4.6156, -1.0501], [2.2594, -0.6015, 3.9524], [1.1959, -0.3554, 2.8538], [1.4597, 0.9163, 2.1788], [2.6952, 0.8011, 1.4031], [3.8460, 0.3114, 2.3164], [3.3573, 0.3894, 3.7317], [2.8513, 1.7629, 4.0368], [1.5992, 1.9938, 3.1547], [2.6786, -1.6024, 3.8913], [1.8672, -0.4536, 4.9578], [0.2022, -0.3337, 3.3026], [1.2170, -1.1370, 2.0945], [2.9227, 1.7748, 0.9700], [2.5287, 0.0981, 0.5928], [4.7391, 0.9271, 2.2241], [4.1068, -0.7238, 2.0977], [4.1306, 0.1689, 4.3570], [3.6450, 2.4785, 3.8290], [2.6137, 1.8135, 5.0978], [1.6833, 2.9363, 2.6143], [0.6986, 2.0317, 3.7692], [-0.7528, 2.8403, -6.0634], [-1.2016, 2.2024, -4.9962], [-2.5234, 2.0300, -4.8584], [-0.0596, 1.4429, -3.9638], [-1.3698, 3.3377, -6.6856], [0.2389, 2.9574, -6.1836], [-3.1186, 2.6734, -5.3622], [-2.8507, 1.8201, -3.9317]], "atomic_forces_ev_per_a": [[0.327, -2.647, 0.381], [-0.390, -0.199, 0.013], [0.742, -0.128, 0.137], [-0.264, 0.030, 0.065], [0.211, -0.020, -0.193], [0.009, -0.022, 0.031], [-0.055, 0.113, 0.117], [0.020, -0.060, -0.151], [0.102, 0.006, -0.039], [-0.179, 0.042, 0.062], [-0.165, 0.105, 0.239], [-0.020, 0.068, 0.075], [0.006, 0.004, -0.008], [0.001, -0.003, 0.003], [0.044, 0.003, 0.031], [0.123, -0.060, -0.161], [-0.091, -0.021, 0.072], [-0.036, 0.082, 0.104], [0.053, 0.220, 0.206], [-0.237, -0.224, -0.072], [0.281, 0.172, -0.260], [0.076, 0.021, -0.044], [-0.063, -0.081, 0.056], [-0.019, 0.048, 0.020], [-0.510, -0.032, 0.203], [-0.142, -0.225, 0.174], [-0.286, -0.217, 0.082], [-0.504, -0.730, -0.411], [-0.021, 0.019, 0.093], [-0.197, -0.052, 0.030], [0.125, 0.071, -0.117], [0.124, 0.142, -0.076], [-0.009, -0.010, -0.005], [-0.006, -0.017, -0.001], [0.055, -0.014, 0.002], [0.012, 0.046, -0.014], [0.019, -0.008, 0.018], [-0.003, 0.042, -0.021], [-0.017, -0.023, 0.039], [-0.121, 0.076, -0.025], [0.110, 0.646, -0.287], [-0.086, 0.071, 0.003], [-0.970, 1.406, -0.383], [-0.175, 0.022, 0.577], [0.885, 1.382, 0.002], [-0.025, -0.051, -0.139], [0.064, -0.263, -0.026], [1.097, 0.533, 0.086], [-0.055, -0.004, -0.072], [-0.031, -0.081, 0.126], [-0.366, -0.323, -0.098], [0.096, 0.135, 0.011], [-0.029, -0.001, 0.023], [-0.079, 0.033, 0.145], [0.006, 0.033, -0.512], [0.171, -0.064, 0.126], [-0.203, 0.366, 0.062], [0.035, -0.110, -0.151], [0.135, -0.012, -0.019], [0.092, 0.093, 0.007], [0.016, -0.002, 0.007], [-0.018, -0.082, 0.020], [0.065, -0.011, 0.032], [0.085, -0.057, -0.057], [0.002, -0.003, 0.118], [0.003, -0.051, 0.172], [0.000, 0.027, 0.014], [0.071, -0.101, -0.049], [0.086, -0.086, 0.018], [-0.005, 0.043, 0.091], [0.024, 0.012, 0.012], [0.032, 0.063, 0.086], [-0.125, -0.256, -0.070], [0.082, 0.410, -0.094], [0.140, -0.165, -0.537], [-0.005, -0.027, -0.037], [0.013, 0.022, -0.010], [-0.091, -0.043, 0.006], [-0.043, -0.020, 0.147]]}


In the order shown, the computed ΔE to the lowest compared entry with this formula, charge and spin values come out to 0.00, 20.63 kcal per mole.